DFT (wB97M-V/def2-TZVPD) results for a cluster of 7 separate species, C40H47O7PS in total at a distorted geometry.

XYZ file:
```
96
Properties=species:S:1:pos:R:3:forces:R:3
C 7.807401 3.297004 2.465862 -0.65 0.53 0.05
C 6.498193 3.997871 1.966128 1.27 -1.00 0.50
O 5.840707 3.081524 1.087099 -0.61 0.82 0.70
C 4.472435 3.438409 0.898484 -0.18 -0.63 -1.01
C 3.548624 2.203420 1.081070 -0.22 0.36 -0.30
O 2.861796 2.207145 2.362622 0.56 -0.73 0.02
O 1.601269 2.793411 2.163095 -1.67 1.67 -0.61
S 0.431947 1.625315 2.544365 0.36 -4.39 -0.74
O 0.419114 0.646374 1.417009 0.09 2.30 2.00
O -1.103556 2.325501 2.516105 3.32 2.23 -1.04
P -1.172771 3.993742 2.087646 -3.45 1.11 -0.58
O -0.463073 4.933255 3.296203 0.98 -1.48 -1.52
O -0.350651 4.242996 0.640271 0.23 -0.45 2.44
H 8.643690 3.530979 1.784791 -0.28 -0.25 0.43
H 7.669229 2.202311 2.534018 -0.02 0.57 -0.09
H 8.013898 3.678693 3.483741 0.23 -0.19 -0.55
H 5.841153 4.213778 2.836418 0.32 0.04 -0.55
H 6.811061 4.926216 1.447005 -0.56 -0.25 0.19
H 4.149139 4.272654 1.551987 0.15 -0.49 -0.22
H 4.371319 3.758137 -0.163925 -0.06 0.01 0.60
H 2.777647 2.215472 0.287571 0.35 -0.21 0.48
H 4.109303 1.248760 1.045536 -0.18 0.62 0.04
H -1.210318 5.414236 3.660165 -0.21 0.11 0.15
H 0.267957 4.972821 0.795651 0.31 -0.09 -0.25
C -3.221297 -1.512743 -0.052353 0.08 0.00 -0.05
C -3.239600 -2.627712 -0.882115 0.00 0.01 -0.01
C -2.083879 -3.019073 -1.545969 0.02 0.02 0.02
C -0.906868 -2.300041 -1.372700 -0.11 -0.01 0.07
C -0.887053 -1.186950 -0.539967 0.01 -0.13 -0.12
C -2.045449 -0.791006 0.117020 -0.08 -0.05 -0.04
H -4.123927 -1.205924 0.462551 0.02 -0.01 -0.01
H -4.155868 -3.191241 -1.011887 0.01 0.02 0.02
H -2.099428 -3.884418 -2.198348 0.01 0.01 0.01
H -0.004326 -2.607522 -1.887615 -0.02 0.01 0.01
H 0.028208 -0.628627 -0.404570 -0.06 -0.01 0.01
H -2.030401 0.078801 0.760649 0.04 -0.02 -0.01
C -2.230703 1.074479 -4.501009 0.05 0.00 -0.08
C -1.248440 0.213171 -4.027462 -0.02 0.02 0.00
C -0.190942 -0.153975 -4.850505 -0.05 0.07 -0.04
C -0.110384 0.347434 -6.144411 -0.03 0.00 0.04
C -1.090874 1.211451 -6.616476 0.00 -0.02 0.03
C -2.153302 1.571969 -5.796532 0.04 -0.03 0.04
H -3.056832 1.357952 -3.860222 0.02 -0.01 0.00
H -1.307452 -0.172263 -3.017623 -0.02 0.00 -0.03
H 0.571389 -0.830661 -4.483291 -0.01 0.02 0.00
H 0.716651 0.064599 -6.784427 -0.02 0.01 0.01
H -1.027319 1.603442 -7.624447 -0.01 -0.02 0.02
H -2.920383 2.241320 -6.166565 0.02 -0.01 0.01
C 11.416076 1.298789 0.618228 0.03 -0.01 0.05
C 10.451255 0.858043 1.515576 0.03 -0.02 0.00
C 10.820413 0.462697 2.795337 0.05 0.03 -0.03
C 12.154381 0.516912 3.181085 -0.03 0.02 -0.05
C 13.118898 0.960980 2.284894 -0.03 -0.01 -0.01
C 12.750771 1.348102 1.002236 -0.05 -0.01 0.04
H 11.128161 1.603938 -0.380430 0.00 -0.01 0.02
H 9.410820 0.822055 1.216904 0.03 -0.01 -0.01
H 10.068705 0.113152 3.492581 0.01 0.02 -0.01
H 12.441782 0.213095 4.180190 0.00 0.00 -0.02
H 14.158439 1.004644 2.586239 -0.02 -0.01 -0.01
H 13.503499 1.689223 0.302220 -0.01 0.00 0.02
C -6.277095 -6.076747 -3.060077 -0.01 0.05 -0.01
C -7.560725 -5.939845 -3.573996 0.01 0.03 0.02
C -8.018215 -4.691751 -3.979030 0.06 0.00 0.02
C -7.187797 -3.581698 -3.878833 0.00 -0.10 -0.05
C -5.903083 -3.718744 -3.368150 0.01 -0.01 0.02
C -5.448903 -4.965587 -2.954687 -0.08 0.01 -0.04
H -5.921870 -7.049070 -2.741379 -0.01 0.02 -0.01
H -8.205372 -6.806269 -3.658149 0.01 0.02 0.01
H -9.021415 -4.584100 -4.373491 0.02 -0.01 0.00
H -7.541972 -2.609711 -4.199113 0.04 -0.02 -0.03
H -5.255634 -2.852964 -3.291529 -0.01 -0.02 0.00
H -4.448940 -5.071911 -2.551439 -0.01 -0.01 -0.02
C -0.396364 -1.419112 6.717925 0.03 0.00 -0.04
C 0.585846 -2.275906 7.199250 0.00 0.00 -0.04
C 1.644991 -2.649131 6.380915 -0.03 0.05 -0.03
C 1.726837 -2.157818 5.083435 -0.04 0.01 0.06
C 0.746610 -1.298263 4.603392 0.00 -0.02 0.04
C -0.317104 -0.932089 5.418807 0.06 -0.03 0.03
H -1.223753 -1.130971 7.354922 0.02 -0.01 -0.01
H 0.525410 -2.653710 8.212677 0.00 0.00 -0.03
H 2.407086 -3.322177 6.754274 -0.01 0.02 0.00
H 2.554698 -2.444925 4.446787 -0.02 0.01 0.00
H 0.811051 -0.914686 3.593407 0.00 -0.10 -0.01
H -1.084566 -0.266016 5.042221 0.01 -0.01 0.01
C -9.812018 1.592989 -1.843663 0.03 -0.05 0.01
C -10.285457 0.733564 -2.827404 0.03 0.00 0.01
C -9.772978 -0.553840 -2.931219 0.03 0.04 0.06
C -8.793159 -0.985069 -2.045090 -0.04 0.05 0.04
C -8.322320 -0.126701 -1.059091 -0.03 0.04 -0.03
C -8.828448 1.163593 -0.960628 -0.03 -0.03 -0.04
H -10.209314 2.597556 -1.764877 0.01 -0.02 0.00
H -11.053878 1.067569 -3.514038 0.02 0.00 0.01
H -10.137788 -1.221895 -3.702439 0.00 0.01 0.02
H -8.397594 -1.989284 -2.122540 -0.02 0.02 0.04
H -7.559546 -0.463680 -0.367506 -0.01 0.00 -0.02
H -8.457456 1.834286 -0.195352 -0.01 -0.01 -0.01
```
Positions in Å, forces in eV/Å.

Properties
- electronic energy (eV) = -76694.582
- HOMO (eV) = -9.05
- HOMO-LUMO gap (eV) = 9.33


DFT (wB97M-V/def2-TZVPD) results for a structure of composition C3H5HgO3 at a distorted geometry.

XYZ file:
```
12
Properties=species:S:1:pos:R:3:forces:R:3
O 0.718900 0.442441 -0.008672 -0.67 -0.23 0.95
C -0.231563 -0.222238 0.707050 1.17 -1.12 -1.47
C -1.532334 0.483203 0.958613 -0.39 -0.21 -0.17
H 0.269624 -0.617316 1.619765 -0.08 -0.09 -0.12
H -1.361292 1.444468 1.465548 0.04 -0.33 -0.13
H -2.175426 -0.135642 1.597445 0.15 0.19 -0.17
H -2.063964 0.670042 0.015498 0.13 -0.02 0.25
O 1.047408 -1.893776 -1.318621 3.13 1.88 1.17
C 1.769564 -0.945753 -1.410971 -4.05 -2.58 -3.07
O 2.171942 -0.038973 -2.049895 1.78 -0.68 0.94
Hg 1.549415 2.118085 -1.604652 -0.31 1.11 0.14
H -0.162275 -1.304541 0.028889 -0.92 2.09 1.68
```
Positions in Å, forces in eV/Å.

Properties
- <S²> = 2.008
- electronic energy (eV) = -13498.080
- HOMO (spin up / spin down) (eV) = -14.42 / -15.58
- total charge = +1
- multiplicity = 3
- HOMO-LUMO gap (spin up / spin down) (eV) = 9.87 / 7.91


Which value of electronic energy does entry 2 give? -13498.080 eV